The following is a DFT calculation (ωB97M-V with the def2-TZVPD basis set) of C12H21Br9NO as an isolated structure.

Structure (XYZ):
```
44
Properties=species:S:1:pos:R:3:forces:R:3:mulliken_charge:R:1
C 3.296 1.939 4.785 0.396 -0.400 0.687 -0.1437
Br 3.517 0.698 6.315 -0.683 0.231 -0.709 -0.0482
Br 4.616 3.298 5.141 -0.029 0.563 -0.339 -0.0944
Br 1.508 2.642 4.526 0.651 -0.344 0.230 0.0123
H 3.629 1.420 3.885 -0.419 -0.060 0.163 0.2303
C 1.691 -1.453 3.198 0.035 -0.026 0.721 0.4314
Br 2.113 -0.091 1.845 0.334 1.314 -1.187 -0.2012
Br 3.319 -2.274 3.926 1.023 -0.464 0.569 -0.2651
Br 0.346 -2.836 2.659 -1.174 -0.837 -0.330 -0.3596
H 1.259 -0.884 4.021 -0.182 -0.014 0.174 -0.4313
C -3.161 -0.569 5.846 0.733 0.468 -0.181 -0.3898
Br -1.217 -0.351 5.407 -1.134 -0.089 0.251 0.1239
Br -3.778 0.742 7.158 0.212 -0.226 -0.307 -0.0644
Br -3.543 -2.347 6.437 0.000 -0.061 -0.038 -0.0262
H -3.717 -0.375 4.929 0.227 -0.097 0.250 0.3438
C 1.485 1.786 -1.419 -1.073 2.408 0.898 -1.7072
C 0.621 0.980 -2.345 2.330 -2.374 0.166 1.6086
C 1.371 -0.440 -2.245 -1.155 0.619 -0.674 -1.2511
C 0.551 -1.582 -2.867 0.977 1.091 0.479 -0.6177
C -0.739 -1.746 -2.073 0.973 0.734 -0.278 -1.0416
C -1.590 -0.423 -2.184 0.303 -1.703 0.471 1.3941
N -0.736 0.779 -1.881 -4.155 4.151 -0.426 0.4258
O -1.531 1.998 -1.882 3.029 -4.498 0.069 -0.5168
C -2.209 -0.532 -3.565 -0.556 0.977 -0.950 -1.7177
C -2.686 -0.590 -1.130 -0.141 1.053 0.489 -1.7338
C 0.754 1.573 -3.732 -1.125 -0.416 -1.834 -1.6321
H 1.457 1.507 -0.366 0.328 -0.600 -0.221 0.2350
H 1.053 2.787 -1.385 -0.104 0.384 -0.044 0.4472
H 2.486 1.972 -1.810 0.063 -0.630 0.048 0.3607
H 2.305 -0.307 -2.792 0.106 -0.027 0.140 0.5144
H 1.592 -0.603 -1.190 -0.027 -0.215 -0.014 0.2353
H 1.208 -2.451 -2.901 -0.369 -0.328 0.034 0.3775
H 0.383 -1.240 -3.888 -0.296 -0.448 -0.275 0.2857
H -0.478 -1.943 -1.033 -0.062 -0.056 0.101 0.3871
H -1.275 -2.603 -2.481 -0.409 0.182 0.269 0.4695
H -3.025 0.171 -3.734 0.023 0.281 0.211 0.3820
H -1.522 -0.382 -4.398 0.184 -0.057 0.149 0.3098
H -2.654 -1.519 -3.693 0.096 -0.050 0.153 0.4105
H -2.219 -0.576 -0.145 0.020 -0.735 0.075 0.4498
H -3.416 0.211 -1.019 0.157 0.428 -0.699 0.3703
H -3.290 -1.469 -1.357 0.403 -0.311 0.289 0.3507
H -0.061 1.297 -4.402 -0.662 -0.126 0.338 0.3756
H 1.543 1.126 -4.337 0.777 0.304 0.558 0.3700
H 0.744 2.659 -3.822 0.378 0.007 0.521 0.3406
```
Positions in Å, forces in eV/Å.

- E_tot (a.u.) = -23765.83551
- charge = -1
- multiplicity = 3
- max |F| (Eh/bohr) = 0.1145

---

The following is a DFT calculation (ωB97M-V with the def2-TZVPD basis set) of C12H21BrCuN3 as an isolated structure.

Structure (XYZ):
```
38
Properties=species:S:1:pos:R:3:forces:R:3:mulliken_charge:R:1
Cu -4.815 -30.690 -1.406 0.019 -0.778 -1.534 0.4784
Br -3.695 -32.094 -3.384 -0.522 0.967 1.149 -0.6473
C -7.919 -26.837 -5.411 -0.055 0.120 -0.482 -1.0806
C -8.198 -27.819 -4.306 -0.129 -0.068 0.371 -0.3603
C -7.416 -29.124 -4.507 -0.121 0.152 0.115 -0.1911
C -7.445 -30.035 -3.356 -0.248 0.043 -0.773 0.1394
N -7.397 -30.777 -2.485 0.122 -0.031 0.544 -0.5026
H -8.332 -27.193 -6.360 0.215 -0.040 -0.029 0.3453
H -6.841 -26.699 -5.525 -0.061 0.244 -0.098 0.1671
H -8.417 -25.888 -5.212 0.214 0.088 0.027 0.3433
H -9.264 -28.056 -4.343 0.039 -0.072 0.305 0.3191
H -7.998 -27.339 -3.346 0.106 -0.280 0.074 0.3523
H -6.350 -28.998 -4.703 0.023 0.395 -0.068 0.0503
H -7.845 -29.554 -5.414 0.144 -0.591 0.217 0.4441
C -5.197 -33.936 4.048 -0.109 0.229 -0.142 -1.0802
C -5.756 -32.515 4.039 0.293 0.368 0.552 -0.3959
C -5.338 -31.672 2.836 0.738 0.269 -0.119 -0.3768
C -5.653 -32.224 1.530 -0.348 0.185 -0.200 0.2806
N -5.837 -32.623 0.470 0.017 0.090 -0.304 -0.4840
H -5.579 -34.519 4.885 -0.272 0.027 -0.092 0.3165
H -4.113 -34.003 4.137 0.052 0.298 -0.232 0.2981
H -5.510 -34.384 3.104 0.147 -0.402 0.136 0.3359
H -5.434 -31.910 4.892 0.085 -0.334 0.187 0.2818
H -6.842 -32.551 4.129 -0.053 -0.001 -0.273 0.2876
H -4.250 -31.533 2.762 0.011 -0.275 0.497 0.2641
H -5.690 -30.642 2.922 -0.424 -0.161 -0.133 0.3397
C -2.790 -27.584 -4.771 0.923 -0.355 0.251 -1.2356
C -3.342 -26.190 -4.475 -0.152 -1.270 -0.910 -0.2197
C -3.937 -26.051 -3.080 -0.043 0.489 0.798 -0.4507
C -4.591 -27.275 -2.586 -0.209 0.551 -0.584 0.1761
N -5.109 -28.238 -2.246 0.138 -0.522 0.486 -0.2891
H -2.029 -27.874 -4.038 -0.061 0.009 0.012 0.3115
H -2.281 -27.604 -5.736 -0.107 0.115 -0.034 0.3789
H -3.515 -28.398 -4.785 -0.231 0.214 0.102 0.2972
H -4.125 -26.075 -5.230 -0.142 0.512 0.229 0.1442
H -2.559 -25.473 -4.707 -0.142 0.306 0.406 0.3000
H -4.618 -25.196 -3.046 -0.386 -0.325 -0.049 0.3228
H -3.248 -25.787 -2.270 0.528 -0.165 -0.401 0.3396
```
Positions in Å, forces in eV/Å.

- E_tot (a.u.) = -4848.57271
- energy above the lowest of the compared OMol25 structures with the same formula, charge and spin (eV) = 0.7387
- charge = 0
- max |F| (Eh/bohr) = 0.0335